This record from the Open Molecules 2025 dataset describes the ion C4H10N4O2 with charge +2 at a distorted geometry. The level of theory is wB97M-V/def2-TZVPD.

Output
ΔE to the lowest compared entry with this formula, charge and spin = 101.9 kJ/mol
Electronic energy = -14346.3572 eV
Gap between HOMO and LUMO = 9.3794 eV
HOMO = -17.9 eV
Charge = +2
Spin multiplicity = 1

```
20
C4H10N4O2 (wB97M-V/def2-TZVPD)
C -0.2389 1.0054 -2.3736
C 0.8714 -0.7708 0.5690
C -1.1645 1.8000 -1.6808
C -1.8420 1.0889 -0.4862
N 0.3816 0.3177 0.0213
N 2.0464 -1.2573 0.1762
N -0.8371 0.8057 0.5769
N 2.4423 -2.4768 0.7407
O 0.4547 0.4066 -3.0103
O 0.2199 -1.3916 1.5288
H -0.6430 2.7138 -1.3464
H -1.9419 2.1264 -2.3963
H -2.6296 1.7336 -0.0838
H -2.2879 0.1456 -0.8138
H 2.6146 -0.7622 -0.5036
H -0.6381 1.6737 1.1073
H -1.2275 0.1188 1.2574
H 3.3242 -2.3988 1.2441
H 0.7477 -2.1678 1.8263
H 2.5481 -3.1953 0.0264
```

***

This record from the Open Molecules 2025 dataset describes a cluster of 5 separate species, C5H20NO5 in total at a distorted geometry. The level of theory is wB97M-V/def2-TZVPD.

Output
ΔE to the lowest compared entry with this formula, charge and spin = 391.8 kJ/mol
Electronic energy = -17234.6449 eV
Gap between HOMO and LUMO = 8.0557 eV
HOMO = -4.5 eV
Charge = -1
Spin multiplicity = 1

```
31
C5H20NO5 (wB97M-V/def2-TZVPD)
C 0.4164 2.6414 -0.7969
N -0.5021 1.7488 -0.0327
C -1.5210 1.2254 -1.0591
C -2.3119 0.1574 -0.4172
C -1.5634 -0.5270 0.9185
O -0.3805 -1.0043 0.7335
C 1.1748 2.2705 -2.0585
H -0.1796 3.4891 -1.0726
H 1.2084 2.9941 -0.0465
H -0.0416 1.0507 0.6168
H -2.2012 2.1084 -1.1305
H -1.0707 1.0715 -2.0751
H -3.2534 0.5178 -0.2431
H -2.4642 -0.6110 -1.0867
H -1.2945 0.4740 1.6160
H -2.1905 -1.1771 1.6126
H 0.7314 2.2941 -2.9618
H 2.0144 2.8520 -1.9827
H 1.2407 1.2112 -2.0315
H 2.5327 0.1367 0.2312
H 1.4579 -0.8854 0.9985
O 2.2840 -0.6524 0.4843
H -0.1646 -2.2702 1.4028
H 0.5203 -3.6374 0.9909
O 0.1298 -3.2548 1.8013
H 1.2259 -2.5410 2.6406
H 1.5338 -0.9744 3.4730
O 1.9436 -1.8305 2.9372
H 0.8869 -2.5637 -1.5330
H -0.1397 -1.9224 -0.5063
O -0.0222 -2.3916 -1.4229
```

***

This record from the Open Molecules 2025 dataset describes a cluster of 2 separate species, C6H8N3O3 in total at a distorted geometry. The level of theory is wB97M-V/def2-TZVPD.

Output
ΔE to the lowest compared entry with this formula, charge and spin = 350.6 kJ/mol
Electronic energy = -16948.4343 eV
Gap between HOMO and LUMO (alpha / beta) = 6.4458 / 6.4490 eV
HOMO (alpha / beta) = -10.9 / -10.9 eV
Charge = +1
Spin multiplicity = 1

```
20
C6H8N3O3 (wB97M-V/def2-TZVPD)
C 0.8174 2.8479 0.5229
C 1.5969 1.8526 0.0689
C -0.5021 1.1233 -0.2354
C 1.6259 -0.2156 -0.8654
C 1.2767 -2.9137 0.0729
C -1.7051 0.1890 -0.3450
N 0.8047 0.7820 -0.3754
N -0.4729 2.3439 0.2815
N 2.8666 1.4471 -0.1005
O 3.9364 1.9709 0.0936
O 2.8494 0.1544 -0.6385
O 2.5580 -3.0439 0.2455
H 1.0514 3.8935 0.8824
H 1.4327 -1.4570 -0.5982
H 0.7101 -3.7143 -0.3029
H -2.6077 0.7074 -0.7596
H -1.3010 -0.4825 -1.1623
H -1.9883 -0.3623 0.6112
H -1.3694 2.6651 0.7864
H 2.8558 -3.9883 0.1769
```

***

This record from the Open Molecules 2025 dataset describes a structure of composition C43H54FN4OP2SSiV at a distorted geometry. The level of theory is wB97M-V/def2-TZVPD.

Output
ΔE to the lowest compared entry with this formula, charge and spin = 21.7 kJ/mol
Electronic energy = -119167.9823 eV
Gap between HOMO and LUMO (alpha / beta) = 7.2596 / 7.7535 eV
⟨S²⟩ = 3.7590
HOMO (alpha / beta) = -9.2 / -9.8 eV
Charge = +1
Spin multiplicity = 4

```
108
C43H54FN4OP2SSiV (wB97M-V/def2-TZVPD)
V 10.7771 13.5570 12.4536
C 6.9176 7.2573 16.5534
S 7.7785 8.0037 17.9341
C 9.3316 8.4574 17.1118
C 9.3484 9.8263 16.4254
C 10.7542 10.1515 16.0004
N 10.8185 11.2720 15.1034
P 11.1840 12.8947 15.4993
C 11.3701 12.9585 17.3275
C 12.6469 12.8511 17.8678
C 12.8078 13.0250 19.2331
C 11.7118 13.3232 20.0489
C 10.4364 13.4691 19.5234
C 10.2495 13.2633 18.1535
C 9.5707 13.7061 15.2291
C 8.4038 12.9902 14.9272
C 7.2466 13.6862 14.7096
C 7.1991 15.0731 14.8641
C 8.3147 15.7545 15.2025
C 9.5103 15.1082 15.3176
P 10.9561 11.1363 13.4256
C 9.7847 9.8221 13.0139
C 10.1126 8.4576 13.0337
C 9.1474 7.5528 12.5886
C 7.8516 7.9479 12.3396
C 7.5352 9.3014 12.3190
C 8.5060 10.2414 12.6519
C 12.4953 10.2158 13.0063
C 13.5144 10.1784 13.8978
C 14.7405 9.6615 13.5353
C 14.9935 9.2280 12.2360
C 13.9329 9.2752 11.3361
C 12.6863 9.7828 11.6928
H 5.8750 7.4990 16.6963
H 7.0160 6.1575 16.4894
H 7.1402 7.6560 15.5630
H 9.6460 7.6450 16.4126
H 10.1363 8.4644 17.8648
H 8.9722 10.5678 17.1108
H 8.6656 9.8653 15.6084
H 11.2474 9.2591 15.5752
H 11.3577 10.3974 16.8660
H 13.4736 12.5870 17.1903
H 13.8141 13.0321 19.6490
H 12.0015 13.5304 21.0760
H 9.5962 13.7684 20.1140
H 9.2702 13.3590 17.6945
H 8.3973 11.8989 14.8639
H 6.3756 13.2529 14.3771
H 6.2637 15.6196 14.6855
H 8.3739 16.8530 15.3493
H 10.3769 15.6883 15.6808
H 11.0585 8.0205 13.4585
H 9.4129 6.4794 12.6695
H 7.1154 7.1297 12.1608
H 6.5714 9.6431 12.0662
H 8.2404 11.2888 12.5180
H 13.2625 10.4725 14.9470
H 15.5242 9.5592 14.2703
H 15.9348 8.7700 11.9702
H 14.1055 8.9425 10.3404
H 11.9157 9.7959 10.9449
C 9.6351 14.6347 8.4009
Si 9.4870 13.1031 9.5595
C 9.0371 11.5559 8.5401
C 8.1132 13.4857 10.8106
N 10.9032 13.0224 10.5309
C 12.1562 12.8692 10.0644
C 12.4520 12.2339 8.8728
C 13.7401 12.1037 8.3592
C 14.8050 12.6670 9.0450
C 14.5698 13.0995 10.3431
C 13.2961 13.1598 10.8042
F 13.0510 13.5384 12.1210
H 8.6733 15.0980 8.1179
H 10.2775 14.4519 7.5885
H 10.1273 15.3767 9.0685
H 8.0882 11.7909 8.0523
H 8.7901 10.6590 9.1618
H 9.6341 11.3101 7.6858
H 7.3165 12.7404 10.7543
H 7.6857 14.4649 10.5296
H 8.3497 13.4263 11.8693
H 11.6288 11.6476 8.4169
H 13.9014 11.5082 7.4326
H 15.8165 12.6804 8.6117
H 15.3460 13.5202 10.9712
C 8.6785 17.1905 11.5546
N 10.0460 17.6893 11.6253
C 10.4212 18.8932 10.8822
C 11.6267 19.4880 11.5545
C 12.7618 18.4901 11.5908
N 12.2925 17.2769 12.2862
C 13.4277 16.4337 12.6118
C 11.0029 16.8557 12.1735
O 10.6516 15.7357 12.5551
H 8.6539 16.1461 11.8370
H 8.2525 17.2714 10.5573
H 8.0190 17.8050 12.1905
H 9.5204 19.5302 10.8470
H 10.6139 18.7115 9.7716
H 11.3199 19.6860 12.5799
H 12.1132 20.4027 11.0865
H 13.6834 18.9051 12.1054
H 13.1561 18.1767 10.6268
H 14.1231 17.0734 13.1706
H 13.9248 16.0025 11.7891
H 13.2741 15.6374 13.3113
```